i | The following is a quantum chemistry calculation of 2 unconnected molecules or ions with the total composition C8H8F3NO2, from the OMol25 dataset.

Last column: Löwdin charge in e.
Atoms and positions in Å:
C  3.41  -0.17  -0.20  -0.037
C  2.33  0.15  0.67  -0.022
C  2.78  -0.38  -1.42  -0.107
C  1.21  0.10  -0.05  -0.253
C  -2.28  1.12  -0.23  -0.152
C  -2.01  1.01  1.32  -0.106
C  -0.20  0.39  0.24  -0.290
C  -0.87  -1.84  0.01  -0.439
N  -0.94  1.09  -0.62  0.032
O  1.45  -0.22  -1.33  0.051
O  -0.65  0.59  1.50  0.020
F  -1.82  -2.29  0.90  0.042
F  -1.39  -2.04  -1.26  0.023
F  0.20  -2.58  0.19  0.100
H  4.46  -0.17  0.18  0.125
H  2.40  0.47  1.75  0.150
H  3.25  -0.42  -2.44  0.146
H  -2.87  0.17  -0.53  0.135
H  -2.86  2.06  -0.72  0.165
H  -2.25  1.89  1.82  0.091
H  -2.66  0.26  1.83  0.134
H  -0.68  0.82  -1.61  0.191

Properties
Kohn-Sham gap (alpha / beta): 8.52 / 8.52 eV
HOMO (alpha / beta): -7.747 / -7.747 eV
Molecular weight: 207.2 g mol⁻¹


ii | The following is a quantum chemistry calculation of C8H8F3NO2 in the gas phase, from the OMol25 dataset.

Last column: Löwdin charge in e.
Atoms and positions in Å:
C  0.57  -1.82  -1.38  0.030
C  1.16  -0.64  -1.63  0.067
C  -0.22  -0.91  0.84  0.027
C  0.00  -1.91  -0.04  -0.207
C  0.13  0.49  0.50  -0.358
C  1.24  0.50  -0.57  -0.332
C  -2.47  0.91  0.78  -0.076
C  -1.17  1.23  -0.03  -0.123
N  2.50  0.41  0.24  -0.364
O  2.66  -0.56  0.94  0.129
O  3.19  1.36  0.20  0.165
F  -0.27  -3.21  0.38  0.020
F  0.59  1.04  1.73  0.036
F  1.18  1.62  -1.28  0.109
H  0.41  -2.65  -2.01  0.111
H  1.59  -0.48  -2.61  0.123
H  -0.57  -1.13  1.89  0.160
H  -2.72  1.71  1.41  0.050
H  -2.22  0.14  1.55  0.067
H  -3.29  0.50  0.22  0.076
H  -0.95  2.38  0.00  0.150
H  -1.32  1.01  -1.14  0.139

Properties
SMILES: CC[C@@]1(F)C=C(F)C=C[C@]1(F)[N+](=O)[O-]
Kohn-Sham gap: 9.04 eV
HOMO: -9.427 eV
Molecular weight: 207.2 g mol⁻¹


Energies, relative to the best one, in kcal/mol: i 0.0; ii 26.9.


i | The following is a quantum chemistry calculation of a molecular structure, C49H38Cl3N4O2PS5Sc, from the OMol25 dataset.

Last column: Löwdin charge in e.
Atoms and positions in Å:
Sc  0.14  -0.11  -0.24  0.563
N  2.69  1.01  3.40  0.135
C  4.01  0.48  3.35  -0.230
C  4.98  0.96  4.21  -0.019
C  6.27  0.44  4.16  -0.073
C  6.57  -0.56  3.25  -0.073
C  5.59  -1.03  2.38  -0.091
C  4.31  -0.52  2.43  -0.428
S  3.09  -1.20  1.36  1.027
N  1.83  -0.04  1.48  -0.257
C  1.76  0.81  2.42  -0.353
C  0.56  1.69  2.49  -0.194
C  0.20  2.32  3.66  0.007
C  -0.87  3.20  3.65  -0.020
C  -1.54  3.42  2.46  -0.030
C  -1.14  2.70  1.34  -0.128
N  -0.13  1.83  1.34  0.078
H  2.59  1.84  3.96  0.126
H  4.73  1.74  4.91  0.117
H  7.02  0.81  4.84  0.109
H  7.57  -0.98  3.21  0.109
H  5.82  -1.81  1.67  0.104
H  0.73  2.12  4.58  0.119
H  -1.18  3.71  4.56  0.122
H  -2.37  4.10  2.39  0.118
H  -1.67  2.82  0.41  0.068
O  -0.79  -1.00  1.44  -0.330
N  -0.50  -2.16  2.00  -0.170
C  -0.92  -2.35  3.28  -0.016
C  -0.70  -3.54  3.90  -0.042
C  -0.03  -4.55  3.20  -0.049
C  0.40  -4.32  1.92  -0.060
C  0.17  -3.09  1.28  -0.635
S  0.73  -2.68  -0.29  0.659
H  -1.43  -1.50  3.71  0.131
H  -1.03  -3.68  4.92  0.113
H  0.17  -5.50  3.67  0.116
H  0.93  -5.08  1.36  0.115
Cl  -0.90  2.01  -1.84  0.735
C  -2.63  2.05  -2.14  -0.593
C  -3.05  3.01  -3.06  -0.090
C  -4.40  3.12  -3.34  -0.055
C  -5.31  2.30  -2.70  -0.056
C  -4.87  1.35  -1.79  -0.073
C  -3.51  1.19  -1.49  -0.379
P  -2.85  -0.03  -0.29  1.069
C  -3.69  -1.63  -0.61  -0.347
C  -2.93  -2.77  -0.89  -0.125
C  -3.54  -4.00  -1.07  -0.063
C  -4.92  -4.12  -0.98  -0.070
C  -5.69  -3.01  -0.67  -0.067
C  -5.08  -1.78  -0.47  -0.092
C  -3.71  0.46  1.26  -0.345
C  -3.78  -0.46  2.31  -0.099
C  -4.36  -0.12  3.51  -0.068
C  -4.90  1.16  3.70  -0.075
C  -4.85  2.07  2.66  -0.080
C  -4.25  1.73  1.45  -0.107
H  -2.32  3.65  -3.54  0.112
H  -4.73  3.86  -4.06  0.115
H  -6.37  2.39  -2.91  0.113
H  -5.60  0.73  -1.29  0.096
H  -1.86  -2.70  -0.96  0.020
H  -2.93  -4.87  -1.29  0.111
H  -5.40  -5.09  -1.12  0.108
H  -6.76  -3.10  -0.56  0.109
H  -5.69  -0.95  -0.16  0.097
H  -3.39  -1.46  2.17  0.101
H  -4.42  -0.85  4.31  0.108
H  -5.37  1.42  4.64  0.107
H  -5.29  3.06  2.78  0.109
H  -4.24  2.45  0.65  0.104
Cl  -1.17  -1.00  -3.11  0.600
C  -1.00  -2.36  -4.25  -0.932
Cl  0.25  -3.50  -3.81  0.562
H  -0.75  -1.91  -5.20  0.026
H  -1.96  -2.87  -4.27  0.031
O  1.46  0.29  -1.47  -0.385
C  2.56  0.54  -2.33  -0.519
C  2.15  0.39  -3.79  -0.458
C  2.63  -0.49  -4.72  -0.133
C  2.08  -0.30  -6.02  -0.171
C  1.23  0.76  -6.07  -0.404
S  1.09  1.52  -4.55  1.023
C  3.71  -0.39  -2.00  -0.455
C  4.94  -0.04  -1.53  -0.109
C  5.79  -1.16  -1.29  -0.184
C  5.17  -2.34  -1.56  -0.399
S  3.58  -2.10  -2.13  1.016
C  3.00  1.98  -2.09  -0.497
C  3.75  2.77  -2.90  -0.126
C  4.05  4.04  -2.32  -0.162
C  3.51  4.18  -1.07  -0.401
S  2.65  2.78  -0.61  1.063
H  3.35  -1.26  -4.49  0.076
H  2.34  -0.91  -6.88  0.106
H  0.70  1.15  -6.92  0.069
H  5.25  0.98  -1.38  0.118
H  6.81  -1.08  -0.94  0.106
H  5.57  -3.34  -1.48  0.072
H  4.09  2.46  -3.88  0.128
H  4.63  4.81  -2.81  0.106
H  3.55  5.03  -0.42  0.067

Properties
Charge: +1
Kohn-Sham gap: 7.08 eV
HOMO: -9.667 eV
Molecular weight: 1057.5 g mol⁻¹


ii | The following is a quantum chemistry calculation of a molecular structure, C49H38Cl3N4O2PS5Sc, from the OMol25 dataset.

Last column: Löwdin charge in e.
Atoms and positions in Å:
Sc  0.19  -0.37  -0.23  0.490
N  2.66  0.82  3.49  0.129
C  3.92  0.21  3.61  -0.238
C  4.77  0.63  4.61  -0.018
C  6.02  0.02  4.76  -0.075
C  6.40  -0.98  3.89  -0.077
C  5.55  -1.39  2.87  -0.086
C  4.31  -0.80  2.74  -0.394
S  3.20  -1.33  1.43  1.040
N  1.93  -0.24  1.51  -0.277
C  1.79  0.63  2.46  -0.341
C  0.57  1.47  2.46  -0.189
C  0.12  2.07  3.64  0.013
C  -0.96  2.93  3.60  -0.021
C  -1.57  3.16  2.38  -0.032
C  -1.10  2.46  1.27  -0.141
N  -0.07  1.62  1.29  0.077
H  2.52  1.62  4.09  0.132
H  4.47  1.41  5.29  0.115
H  6.67  0.35  5.55  0.108
H  7.37  -1.45  4.00  0.108
H  5.84  -2.17  2.19  0.107
H  0.59  1.86  4.59  0.116
H  -1.32  3.41  4.50  0.120
H  -2.39  3.84  2.28  0.118
H  -1.58  2.61  0.32  0.068
O  -0.66  -1.20  1.46  -0.339
N  -0.39  -2.37  2.03  -0.158
C  -0.81  -2.60  3.28  -0.024
C  -0.65  -3.82  3.88  -0.041
C  -0.02  -4.85  3.16  -0.046
C  0.44  -4.59  1.90  -0.064
C  0.27  -3.33  1.31  -0.632
S  0.82  -2.95  -0.24  0.678
H  -1.30  -1.76  3.76  0.135
H  -1.01  -3.98  4.88  0.110
H  0.10  -5.83  3.60  0.115
H  0.94  -5.33  1.30  0.113
Cl  -0.90  1.62  -1.79  0.736
C  -2.62  1.70  -2.00  -0.608
C  -3.11  2.66  -2.86  -0.084
C  -4.48  2.79  -3.04  -0.056
C  -5.33  1.97  -2.33  -0.057
C  -4.84  1.02  -1.46  -0.070
C  -3.46  0.84  -1.28  -0.357
P  -2.66  -0.39  -0.14  1.061
C  -3.47  -1.99  -0.52  -0.354
C  -2.66  -3.09  -0.80  -0.153
C  -3.21  -4.33  -1.04  -0.065
C  -4.58  -4.50  -1.04  -0.069
C  -5.40  -3.42  -0.74  -0.065
C  -4.85  -2.18  -0.46  -0.086
C  -3.57  -0.05  1.41  -0.337
C  -3.73  -1.08  2.33  -0.100
C  -4.40  -0.85  3.52  -0.069
C  -4.89  0.41  3.82  -0.073
C  -4.70  1.44  2.92  -0.076
C  -4.05  1.22  1.72  -0.108
H  -2.41  3.29  -3.39  0.112
H  -4.86  3.53  -3.72  0.114
H  -6.40  2.07  -2.45  0.112
H  -5.53  0.41  -0.90  0.095
H  -1.59  -2.98  -0.82  0.000
H  -2.55  -5.17  -1.22  0.112
H  -5.02  -5.47  -1.25  0.108
H  -6.47  -3.55  -0.71  0.109
H  -5.50  -1.38  -0.15  0.094
H  -3.36  -2.07  2.11  0.107
H  -4.54  -1.67  4.22  0.110
H  -5.42  0.58  4.74  0.107
H  -5.08  2.43  3.14  0.108
H  -3.93  2.03  1.02  0.099
Cl  -1.19  -1.20  -2.79  0.633
C  -1.05  -2.55  -3.93  -0.862
Cl  0.34  -3.56  -3.50  0.553
H  -0.89  -2.13  -4.93  0.034
H  -1.96  -3.15  -3.88  0.038
O  1.39  -0.06  -1.52  -0.392
C  2.47  0.09  -2.39  -0.562
C  2.02  -0.03  -3.84  -0.447
C  2.41  -0.87  -4.83  -0.139
C  1.74  -0.64  -6.05  -0.177
C  0.85  0.38  -5.98  -0.391
S  0.81  1.08  -4.41  1.018
C  3.55  -0.91  -2.06  -0.437
C  4.75  -0.67  -1.45  -0.136
C  5.48  -1.85  -1.18  -0.196
C  4.82  -2.97  -1.56  -0.379
S  3.30  -2.61  -2.28  0.986
C  3.05  1.47  -2.22  -0.489
C  3.92  2.15  -3.01  -0.109
C  4.26  3.42  -2.48  -0.166
C  3.65  3.67  -1.30  -0.385
S  2.64  2.37  -0.80  1.066
H  3.16  -1.63  -4.71  0.087
H  1.93  -1.20  -6.95  0.106
H  0.21  0.77  -6.74  0.065
H  5.11  0.31  -1.22  0.118
H  6.45  -1.85  -0.72  0.104
H  5.12  -3.99  -1.46  0.068
H  4.30  1.76  -3.94  0.130
H  4.93  4.10  -2.97  0.105
H  3.73  4.55  -0.69  0.061

Properties
Charge: +1
Kohn-Sham gap: 6.77 eV
HOMO: -9.526 eV
Molecular weight: 1057.5 g mol⁻¹


Energies, relative to the best one, in kcal/mol: i 0.0; ii 19.1.


i | The following is a quantum chemistry calculation of 2 unconnected molecules or ions with the total composition C2H6NO2, from the OMol25 dataset.

Last column: Löwdin charge in e.
Atoms and positions in Å:
C  1.05  -1.48  0.68  -0.134
C  -0.38  -0.45  -0.87  -0.143
N  0.56  -0.40  0.08  -0.537
O  0.85  0.75  0.55  -0.217
O  -0.64  2.88  0.65  -0.163
H  1.92  -1.22  1.35  0.034
H  0.89  -2.60  0.41  0.044
H  -0.93  2.05  0.15  0.012
H  -1.06  -1.34  -0.97  0.029
H  -0.77  0.65  -1.14  0.056
H  0.27  2.62  0.94  0.018

Properties
Charge: -1
Kohn-Sham gap: 6.63 eV
HOMO: -1.976 eV
Molecular weight: 76.1 g mol⁻¹


ii | The following is a quantum chemistry calculation of 2 unconnected molecules or ions with the total composition C2H6NO2, from the OMol25 dataset.

Last column: Löwdin charge in e.
Atoms and positions in Å:
C  0.34  0.74  -2.74  -0.244
C  -0.31  -0.06  2.17  -0.245
N  0.73  -0.39  -2.22  -0.312
O  0.29  -0.93  -1.05  -0.387
O  -0.66  -1.38  2.01  -0.104
H  0.86  1.09  -3.74  0.032
H  -0.47  1.39  -2.35  0.010
H  -0.15  -1.61  1.25  0.037
H  -0.94  0.53  1.62  0.024
H  0.76  0.32  1.83  0.119
H  -0.47  0.29  3.22  0.070

Properties
Charge: -1
Kohn-Sham gap: 6.45 eV
HOMO: -2.349 eV
Molecular weight: 76.1 g mol⁻¹


Energies, relative to the best one, in kcal/mol: i 14.0; ii 0.0.